Molecular formula: C6H18N
Method: DFT, the ωB97M-V functional and the def2-TZVPD basis

**HOMO energy**: -14.324 eV
**Energy relative to the best compared isomer or geometry (same formula, charge and spin)**: 79.12 kcal/mol
**Total charge**: +1
**HOMO-LUMO gap**: 0.38552 Ha

Element x y z (Å)
C  0.5470  -0.1366  2.5461
C  1.3240  0.7728  1.6680
N  -0.8436  -0.2137  2.0123
H  0.9533  -1.1532  2.6627
H  0.7088  0.2796  3.6880
H  0.8266  1.5506  1.1283
H  1.9503  0.0618  1.0442
H  -0.8554  -0.4132  1.0006
H  -1.4039  -1.0581  2.6107
H  -1.3118  0.7847  1.9195
H  1.9472  1.3585  2.4233
C  -0.2087  -0.3005  -1.3093
C  1.2998  -0.3275  -1.6260
C  -0.9727  1.1324  -1.0717
C  -1.0465  -1.0513  -2.4761
H  -0.6053  -0.7976  -0.3718
H  1.6372  0.7538  -1.8810
H  -1.6031  1.1539  -0.2068
H  -0.3157  1.9075  -0.9926
H  -1.2755  1.5265  -2.1551
H  -2.0151  -0.5371  -2.5893
H  -0.4967  -0.9014  -3.3954
H  -1.3867  -2.0675  -2.3794
H  1.6832  -0.9748  -2.3322
H  1.8097  -0.5137  -0.6452

natural (NBO) atomic charge list, values in e, 2 entries: number 1, C, carries -0.242; number 2, C, carries -0.674



Molecular formula: C6H18N2
Method: DFT, the ωB97M-V functional and the def2-TZVPD basis

**SMILES**: CCCN.CCCN
**HOMO energy**: -8.811 eV
**Energy relative to the best compared isomer or geometry (same formula, charge and spin)**: 15.06 kcal/mol
**Total charge**: 0
**HOMO-LUMO gap**: 0.36134 Ha

Element x y z (Å)
C  -3.1768  -1.6280  2.8960
C  -1.8833  -2.2821  3.3895
C  -0.7476  -1.4262  3.9962
N  -0.8926  -1.4288  5.4309
H  -3.9374  -2.4265  2.8766
H  -3.1742  -1.1207  1.9166
H  -3.4561  -0.8948  3.6713
H  -2.0950  -3.1260  4.0738
H  -1.4034  -2.6967  2.4822
H  0.2729  -1.7561  3.7218
H  -0.8954  -0.4101  3.5825
H  -0.8746  -2.3692  5.8408
H  -1.7208  -0.9647  5.8200
C  1.2737  3.3423  -4.2555
C  1.4330  1.8182  -4.3189
C  2.1583  1.2669  -3.0911
N  2.4760  -0.1172  -3.5749
H  0.5048  3.5304  -5.0236
H  2.1830  3.9067  -4.5224
H  0.9009  3.7137  -3.2862
H  0.4093  1.3982  -4.2843
H  1.8977  1.4944  -5.2700
H  3.1398  1.6789  -2.7872
H  1.5214  1.2133  -2.1873
H  3.2125  -0.0401  -4.2850
H  2.8738  -0.6761  -2.8120

natural (NBO) atomic charge list, values in e, 2 entries: number 1, C, carries -0.614; number 2, C, carries -0.413



Molecular formula: C6H18N2O2
Method: DFT, the ωB97M-V functional and the def2-TZVPD basis

**SMILES**: CCN/C=C/CCN.O.O
**HOMO energy**: -7.930 eV
**Energy relative to the best compared isomer or geometry (same formula, charge and spin)**: 20.88 kcal/mol
**Total charge**: 0
**HOMO-LUMO gap**: 0.32275 Ha

Element x y z (Å)
C  1.3554  -2.6052  0.1408
C  1.8529  -1.5228  1.0971
N  1.9452  -0.1697  0.5366
C  0.8147  0.3462  -0.1484
C  0.9114  1.4957  -0.8214
C  -0.2051  2.0818  -1.6751
C  -1.6000  1.7561  -1.1656
N  -2.0165  0.3965  -1.4704
H  0.7554  -2.1776  -0.6569
H  0.8664  -3.4345  0.6545
H  2.2098  -3.0698  -0.3623
H  2.8509  -1.7349  1.4571
H  1.2417  -1.4840  1.9824
H  2.8146  -0.0290  0.0652
H  -0.0854  -0.2330  -0.0193
H  1.9003  1.9338  -0.9707
H  -0.0135  3.1504  -1.8298
H  -0.0556  1.7096  -2.7046
H  -1.5620  1.9157  -0.0872
H  -2.3023  2.4827  -1.5559
H  -2.9668  0.3773  -1.8137
H  -1.4085  -0.1211  -2.0877
O  -2.2057  -1.9679  0.1692
H  -3.0485  -2.3807  0.3671
H  -2.2759  -1.0067  0.0376
O  -0.0242  0.9330  2.9221
H  0.9352  0.8875  2.8071
H  -0.3356  0.4227  2.1664

natural (NBO) atomic charge list, values in e, 2 entries: number 1, C, carries -0.631; number 2, C, carries -0.220



Molecular formula: C6H18N2Si
Method: DFT, the ωB97M-V functional and the def2-TZVPD basis

**SMILES**: CCN[Si](C)(C)NCC
**HOMO energy**: -8.358 eV
**Energy relative to the best compared isomer or geometry (same formula, charge and spin)**: 7.60 kcal/mol
**Total charge**: 0
**HOMO-LUMO gap**: 0.33857 Ha

Element x y z (Å)
C  2.7693  -1.1262  2.1470
C  1.3526  -0.7559  1.7568
N  1.2930  0.4697  1.0947
Si  -0.1690  0.9678  0.1862
C  -1.7760  0.8398  1.2342
C  -0.1303  2.7314  -0.4589
N  -0.5176  0.2139  -1.3984
C  -0.9752  -1.1259  -1.4971
C  -1.4542  -1.5039  -2.8787
H  3.5103  -1.1683  1.3911
H  2.7461  -2.1073  2.5499
H  2.9307  -0.3988  2.9079
H  0.8960  -1.5161  1.1168
H  0.7280  -0.8154  2.6104
H  2.1595  0.7906  0.6228
H  -2.4232  1.4942  0.6754
H  -2.2290  -0.0881  1.3361
H  -1.7273  1.2133  2.1719
H  -0.1461  3.3961  0.3969
H  0.7641  2.8848  -1.0639
H  -1.0340  2.8599  -1.0669
H  0.2010  0.5684  -2.0448
H  -0.2592  -1.8473  -1.1579
H  -1.7904  -1.1501  -0.8048
H  -0.8651  -0.9773  -3.6494
H  -2.4758  -1.2529  -3.1144
H  -1.3783  -2.5963  -3.0629

natural (NBO) atomic charge list, values in e, 2 entries: number 1, C, carries -0.612; number 2, C, carries -0.192



Which of these has the highest total charge?
C6H18N



Please write out number 1 again, unchanged.
Molecular formula: C6H18N
Method: DFT, the ωB97M-V functional and the def2-TZVPD basis

**HOMO energy**: -14.324 eV
**Energy relative to the best compared isomer or geometry (same formula, charge and spin)**: 79.12 kcal/mol
**Total charge**: +1
**HOMO-LUMO gap**: 0.38552 Ha

Element x y z (Å)
C  0.5470  -0.1366  2.5461
C  1.3240  0.7728  1.6680
N  -0.8436  -0.2137  2.0123
H  0.9533  -1.1532  2.6627
H  0.7088  0.2796  3.6880
H  0.8266  1.5506  1.1283
H  1.9503  0.0618  1.0442
H  -0.8554  -0.4132  1.0006
H  -1.4039  -1.0581  2.6107
H  -1.3118  0.7847  1.9195
H  1.9472  1.3585  2.4233
C  -0.2087  -0.3005  -1.3093
C  1.2998  -0.3275  -1.6260
C  -0.9727  1.1324  -1.0717
C  -1.0465  -1.0513  -2.4761
H  -0.6053  -0.7976  -0.3718
H  1.6372  0.7538  -1.8810
H  -1.6031  1.1539  -0.2068
H  -0.3157  1.9075  -0.9926
H  -1.2755  1.5265  -2.1551
H  -2.0151  -0.5371  -2.5893
H  -0.4967  -0.9014  -3.3954
H  -1.3867  -2.0675  -2.3794
H  1.6832  -0.9748  -2.3322
H  1.8097  -0.5137  -0.6452

natural (NBO) atomic charge list, values in e, 2 entries: number 1, C, carries -0.242; number 2, C, carries -0.674